No. 1
Density functional theory data (wB97M-V/def2-TZVPD) for C18H14Cl3INO6Ta as an isolated structure at a distorted geometry.

**LUMO level**: -7.8097 eV
**Highest occupied orbital energy**: -14.337 eV
**E**: -2935.3639 Ha
**Net charge**: +2
**Energy relative to the best compared isomer or geometry (same formula, charge and spin)**: 0.0 kcal/mol
**Orbital gap**: 6.53 eV
**2S+1**: 1

Geometry (Å):
Ta: 0.01 0.31 -0.08
O: 3.43 0.36 0.29
C: 2.64 -0.51 0.39
O: 1.56 -0.62 -0.52
C: 2.50 -1.46 1.56
C: 1.40 -2.50 1.33
C: 1.35 -3.50 2.47
C: 0.66 -2.68 3.60
C: 0.52 -1.32 2.94
O: 0.19 -1.68 1.55
C: 1.91 -0.65 2.79
C: 1.73 0.81 2.49
O: 2.21 1.75 2.99
O: 0.74 0.95 1.47
H: 3.48 -1.88 1.78
H: 1.37 -2.93 0.33
H: 0.77 -4.38 2.20
H: 2.35 -3.83 2.74
H: -0.32 -3.08 3.84
H: 1.25 -2.63 4.51
H: -0.25 -0.68 3.35
H: 2.53 -0.74 3.68
Cl: -3.24 6.57 -0.70
C: -2.43 5.08 -0.96
C: -1.83 4.83 -2.16
C: -1.15 3.61 -2.39
I: -0.21 3.25 -4.21
C: -1.11 2.69 -1.40
O: -0.46 1.47 -1.46
C: -1.72 2.92 -0.17
N: -1.58 1.91 0.75
C: -2.10 2.11 1.96
C: -2.79 3.27 2.31
C: -2.94 4.27 1.38
C: -2.39 4.12 0.10
H: -1.87 5.58 -2.94
H: -1.96 1.32 2.69
H: -3.20 3.37 3.30
H: -3.47 5.18 1.63
Cl: -2.43 -0.88 0.03
C: -2.25 -1.81 -1.49
Cl: -0.65 -1.39 -2.13
H: -3.02 -1.48 -2.19
H: -2.29 -2.86 -1.27

=====

No. 2
Density functional theory data (wB97M-V/def2-TZVPD) for the molecule C18H14Cl3N3O2S at a distorted geometry.

**LUMO level**: -0.1807 eV
**Highest occupied orbital energy**: -8.716 eV
**E**: -2787.7336 Ha
**Energy relative to the best compared isomer or geometry (same formula, charge and spin)**: 54.7 kcal/mol
**Orbital gap**: 8.54 eV
**SMILES**: CN(C)c1ncc(S(=O)(=O)c2ccc(Cl)cc2)c(-c2ccc(Cl)cc2Cl)n1
**2S+1**: 1

Geometry (Å):
C: -4.25 1.79 1.58
N: -2.92 2.47 1.42
C: -2.98 3.81 0.97
C: -1.75 1.74 1.36
N: -0.81 2.23 2.19
C: 0.35 1.59 2.21
C: 0.58 0.57 1.36
S: 2.26 -0.01 1.55
O: 2.24 -1.32 2.29
O: 3.19 0.91 2.16
C: 2.79 -0.24 -0.11
C: 2.98 -1.50 -0.66
C: 2.98 -1.62 -2.01
C: 3.14 -0.45 -2.85
Cl: 3.29 -0.66 -4.60
C: 3.17 0.84 -2.19
C: 2.99 0.97 -0.85
C: -0.45 -0.03 0.64
C: -0.49 -1.38 -0.02
C: -0.62 -2.53 0.73
C: -0.75 -3.70 -0.01
C: -0.65 -3.75 -1.36
Cl: -0.72 -5.26 -2.20
C: -0.42 -2.59 -2.14
C: -0.43 -1.39 -1.45
Cl: -0.10 0.10 -2.34
N: -1.61 0.64 0.64
H: -5.12 2.51 1.75
H: -4.06 1.08 2.42
H: -4.67 1.36 0.63
H: -2.77 3.95 -0.09
H: -3.88 4.36 1.19
H: -2.13 4.47 1.41
H: 1.11 1.98 2.79
H: 3.13 -2.17 0.11
H: 3.11 -2.60 -2.55
H: 3.18 1.67 -2.76
H: 3.03 1.92 -0.40
H: -0.63 -2.51 1.90
H: -1.01 -4.66 0.50
H: -0.29 -2.57 -3.18

=====

No. 3
Density functional theory data (wB97M-V/def2-TZVPD) for C18H14F5IN2STi as an isolated structure at a distorted geometry.

**LUMO level (alpha / beta)**: -11.7732 / -11.7680 eV
**Highest occupied orbital energy (alpha / beta)**: -15.309 / -15.310 eV
**E**: -2847.7323 Ha
**Net charge**: +2
**Energy relative to the best compared isomer or geometry (same formula, charge and spin)**: 132.0 kcal/mol
**Orbital gap (alpha / beta)**: 3.54 / 3.54 eV
**2S+1**: 1

Geometry (Å):
C: -2.64 0.45 0.36
C: -1.24 0.95 -2.64
H: -3.04 -0.15 1.24
H: -3.45 0.57 -0.42
H: -2.44 1.48 0.73
H: -1.21 0.05 -3.34
H: -2.17 1.52 -2.52
H: -0.34 1.44 -2.22
C: -0.42 -2.39 1.51
C: 0.23 -3.48 2.08
C: 1.27 -4.11 1.38
C: 1.61 -3.59 0.13
H: -1.26 -1.90 2.04
H: -0.07 -3.84 3.05
H: 1.80 -4.96 1.78
H: 2.38 -4.04 -0.46
N: -0.07 -1.88 0.32
C: 0.96 -2.45 -0.37
C: 1.40 -1.80 -1.61
N: 0.73 -0.68 -2.03
C: 1.20 -0.05 -3.11
C: 3.02 -1.53 -3.44
C: 2.31 -0.39 -3.83
H: 0.62 0.78 -3.53
H: 2.58 0.25 -4.68
C: 2.54 -2.24 -2.33
H: 3.06 -3.14 -1.99
H: 3.90 -1.83 -3.98
Ti: -1.20 -0.06 -0.90
I: -2.62 -2.10 -1.73
F: -1.30 5.18 4.43
C: -0.98 4.25 3.52
C: -0.86 2.90 3.89
F: -1.08 2.56 5.18
C: -0.49 1.95 2.94
F: -0.48 0.65 3.31
C: -0.18 2.30 1.61
S: 0.38 1.16 0.44
C: -0.42 3.64 1.25
F: -0.33 3.99 -0.05
C: -0.79 4.61 2.18
F: -0.94 5.90 1.81

=====

No. 4
Density functional theory data (wB97M-V/def2-TZVPD) for C18H14F6N3O6S2Ti as an isolated structure at a distorted geometry.

**LUMO level (alpha / beta)**: -0.7034 / -0.6274 eV
**Highest occupied orbital energy (alpha / beta)**: -7.620 / -8.724 eV
**E**: -3555.1657 Ha
**Orbital gap (alpha / beta)**: 6.92 / 8.10 eV
**2S+1**: 2

Geometry (Å):
Ti: -0.29 0.19 -0.33
O: -0.98 1.63 0.59
C: -1.23 2.85 0.16
C: -1.17 3.94 1.04
C: -1.41 5.21 0.55
C: -1.74 5.44 -0.79
C: -1.83 4.36 -1.64
C: -1.58 3.07 -1.19
C: -1.74 1.96 -2.13
N: -1.51 0.73 -1.88
C: -1.79 -0.32 -2.90
C: -1.21 -1.68 -2.41
N: -0.02 -1.36 -1.64
C: 1.16 -1.83 -1.79
C: 2.34 -1.19 -1.21
C: 3.50 -1.97 -1.06
C: 4.66 -1.42 -0.56
C: 4.67 -0.06 -0.21
C: 3.56 0.73 -0.37
C: 2.36 0.19 -0.87
O: 1.29 0.95 -1.05
H: -0.91 3.76 2.07
H: -1.35 6.05 1.23
H: -1.93 6.44 -1.15
H: -2.09 4.51 -2.68
H: -2.12 2.24 -3.12
H: -1.31 -0.04 -3.84
H: -2.86 -0.40 -3.06
H: -0.98 -2.33 -3.25
H: -1.93 -2.19 -1.76
H: 1.31 -2.71 -2.41
H: 3.47 -3.02 -1.34
H: 5.54 -2.03 -0.43
H: 5.57 0.38 0.19
H: 3.57 1.78 -0.11
F: -2.20 -0.83 0.63
C: -2.08 -0.61 2.00
F: -2.64 -1.63 2.61
F: -2.75 0.48 2.28
S: -0.23 -0.54 2.60
O: 0.62 -0.50 1.37
O: -0.18 0.58 3.47
N: -0.04 -1.90 3.33
S: 0.24 -3.23 2.46
O: 1.63 -3.59 2.41
O: -0.53 -3.28 1.24
C: -0.56 -4.46 3.55
F: -0.38 -5.65 2.96
F: 0.01 -4.47 4.75
F: -1.86 -4.23 3.69

=====

No. 5
Density functional theory data (wB97M-V/def2-TZVPD) for C18H14INiO5 as an isolated structure at a distorted geometry.

**LUMO level (alpha / beta)**: 2.5984 / 2.5628 eV
**Highest occupied orbital energy (alpha / beta)**: -4.912 / -5.138 eV
**E**: -2876.5596 Ha
**Net charge**: -1
**Orbital gap (alpha / beta)**: 7.51 / 7.70 eV
**2S+1**: 3

Geometry (Å):
Ni: 0.57 0.32 -1.12
O: -0.93 -0.57 -4.20
C: -1.16 -0.19 -3.06
O: -0.66 0.85 -2.48
C: -2.10 -1.02 -2.18
C: -2.73 -0.16 -1.10
C: -3.98 -0.97 -0.69
C: -3.47 -2.10 0.22
C: -1.95 -1.86 -0.02
O: -1.82 -0.46 0.02
C: -1.56 -2.23 -1.46
C: -0.06 -2.57 -1.69
O: 0.37 -3.62 -2.08
O: 0.71 -1.52 -1.44
H: -2.89 -1.38 -2.86
H: -2.92 0.89 -1.19
H: -4.61 -0.27 -0.10
H: -4.62 -1.27 -1.54
H: -3.73 -1.97 1.32
H: -3.76 -3.11 -0.03
H: -1.29 -2.41 0.71
H: -2.01 -3.18 -1.79
I: 2.38 2.04 -2.13
C: 3.30 1.65 -0.21
C: 4.58 2.12 0.06
C: 4.98 2.20 1.44
C: 4.11 1.92 2.47
C: 2.80 1.46 2.29
C: 1.82 1.53 3.22
C: 0.53 1.28 2.91
C: 0.08 1.29 1.55
C: 0.99 1.05 0.57
C: 2.42 1.27 0.88
H: 5.24 2.27 -0.74
H: 6.00 2.55 1.65
H: 4.41 2.18 3.48
H: 2.21 1.52 4.26
H: -0.24 1.19 3.66
H: -0.99 1.26 1.38

=====

No. 6
Density functional theory data (wB97M-V/def2-TZVPD) for C18H14IrN3O4 as an isolated structure.

**LUMO level**: -0.6325 eV
**Highest occupied orbital energy**: -6.779 eV
**E**: -1263.7369 Ha
**Energy relative to the best compared isomer or geometry (same formula, charge and spin)**: 17.6 kcal/mol
**Orbital gap**: 6.15 eV
**2S+1**: 1

Geometry (Å):
Ir: -0.48 0.51 -0.23
O: 1.48 -0.11 -0.47
C: 2.27 -1.00 -0.19
C: 2.01 -2.42 0.01
C: 3.15 -3.22 -0.06
C: 3.06 -4.59 0.06
C: 1.83 -5.20 0.27
C: 0.70 -4.43 0.37
C: 0.75 -3.02 0.26
O: -0.37 -2.38 0.52
N: 4.27 -5.40 -0.03
O: 5.34 -4.82 -0.12
O: 4.15 -6.61 0.03
H: 3.33 -0.73 -0.14
H: 4.12 -2.77 -0.21
H: 1.78 -6.28 0.34
H: -0.26 -4.87 0.56
C: 1.59 4.33 0.01
C: 0.53 5.23 0.04
C: -0.76 4.74 0.06
C: -0.97 3.37 0.04
N: 0.06 2.50 -0.02
C: 1.31 2.98 -0.02
C: -2.28 2.73 0.07
C: -3.48 3.43 0.18
C: -4.68 2.75 0.19
C: -4.65 1.37 0.09
C: -3.43 0.72 -0.01
N: -2.25 1.37 -0.03
H: 2.62 4.67 0.01
H: 0.72 6.30 0.05
H: -1.60 5.43 0.08
H: 2.09 2.23 -0.05
H: -3.46 4.51 0.26
H: -5.61 3.29 0.28
H: -5.55 0.78 0.09
H: -3.38 -0.35 -0.09
C: -1.04 -1.44 -0.48
H: -2.07 -1.70 -0.25
H: -0.83 -1.90 -1.46